Record 1
{"formula": "C9H12ClNO7PS", "method": "ωB97M-V with the def2-TZVPD basis set", "total_charge": -1, "symbols": ["C", "C", "Cl", "C", "C", "C", "C", "C", "O", "O", "C", "C", "N", "P", "O", "H", "H", "H", "H", "H", "H", "H", "H", "H", "H", "H", "H", "O", "S", "O", "O", "O"], "coordinates": [[0.867, -1.818, -1.129], [2.016, -0.961, -1.628], [3.311, -0.849, -0.384], [1.466, 0.418, -1.986], [0.287, 0.660, -1.068], [-0.952, 0.234, -1.417], [-2.023, 0.393, -0.549], [-3.338, -0.137, -0.989], [-3.636, -0.133, -2.140], [-4.138, -0.624, -0.023], [-1.819, 1.005, 0.664], [-0.580, 1.462, 0.966], [0.465, 1.309, 0.130], [1.965, 1.988, 0.733], [2.236, 1.615, 2.109], [1.133, -2.865, -1.227], [-0.037, -1.663, -1.700], [0.693, -1.581, -0.095], [2.490, -1.461, -2.464], [1.178, 0.484, -3.028], [2.207, 1.192, -1.819], [-1.119, -0.255, -2.357], [-3.580, -1.147, 0.574], [-2.640, 1.136, 1.344], [-0.386, 1.951, 1.905], [1.751, 3.382, 0.641], [3.008, 1.653, -0.132], [1.127, -0.503, 3.477], [-0.152, -1.085, 3.031], [0.030, -1.739, 1.706], [-1.174, 0.000, 2.837], [-0.656, -2.061, 4.015]], "mulliken_charge": [-1.5276, 0.6146, -0.1787, -1.7373, 0.0695, -0.2615, 0.0357, 0.4350, -0.5382, -0.5292, -0.3934, -0.2665, 0.4881, 0.2830, -0.4352, 0.4263, 0.2763, 0.6440, 0.4022, 0.3841, 0.4971, 0.6759, 0.4106, 0.4923, 0.3236, 0.0612, 0.0477, -0.6855, 1.0986, -0.7197, -0.6654, -0.7275]}



Record 2
{"formula": "C9H12CuNO", "method": "ωB97M-V with the def2-TZVPD basis set", "total_charge": 0, "symbols": ["Cu", "C", "C", "N", "O", "H", "H", "H", "H", "H", "C", "C", "C", "C", "C", "C", "C", "H", "H", "H", "H", "H", "H", "H"], "coordinates": [[0.604, -0.444, 0.548], [1.473, -1.110, 4.590], [1.483, -1.120, 3.089], [2.407, -1.870, 2.479], [0.663, -0.455, 2.448], [2.252, -1.745, 5.001], [0.500, -1.451, 4.942], [1.610, -0.089, 4.942], [3.085, -2.425, 2.973], [2.398, -1.867, 1.461], [0.609, -0.436, -1.408], [-0.511, 0.393, -1.940], [-1.502, -0.148, -2.756], [-2.552, 0.624, -3.215], [-2.634, 1.963, -2.877], [-1.644, 2.526, -2.085], [-0.598, 1.753, -1.632], [1.545, 0.018, -1.763], [0.553, -1.421, -1.885], [-1.445, -1.192, -3.030], [-3.308, 0.173, -3.844], [-3.464, 2.562, -3.219], [-1.693, 3.572, -1.810], [0.171, 2.191, -1.008]], "mulliken_charge": [-0.2776, -1.0389, 1.0803, -0.3130, -0.6270, 0.3317, 0.2769, 0.2773, 0.1991, 0.0894, -0.7641, 0.6618, -0.4973, -0.4809, -0.4300, -0.4679, -0.3263, 0.3472, 0.3358, 0.2734, 0.3479, 0.3587, 0.3529, 0.2903]}



no.,gap between HOMO and LUMO (eV)
1,4.860
2,7.401